# 1
Below is a structure of composition C33H31IrN2O7PSeSi, with properties calculated with ωB97M-V with the def2-TZVPD basis set.

ΔE to the lowest compared entry with this formula, charge and spin: 53.7 kcal per mole
Multiplicity: 5
Highest occupied orbital energy (alpha / beta): -0.7 / -5.1 eV
<S²>: 6.039
HOMO-LUMO gap (alpha / beta): 2.6877 / 5.0010 eV
E_LUMO (alpha / beta): 1.952 / -0.083 eV
Net charge: -1

CARTESIAN COORDINATES (ANGSTROEM)
Ir (-0.428987, 0.377508, 0.631050)
O (-0.748081, -2.415476, 3.178908)
C (-0.968060, -2.350793, 1.988301)
O (-1.611876, -1.410543, 1.386554)
C (-0.349968, -3.424058, 1.104087)
C (0.137812, -4.604093, 1.786762)
C (0.797981, -5.581282, 1.107529)
C (0.853190, -5.495625, -0.291411)
C (0.448053, -4.346568, -0.964772)
C (-0.078515, -3.254405, -0.243255)
P (-0.425724, -1.658666, -0.936374)
C (-1.978728, -1.830456, -1.838627)
C (-2.799734, -2.921666, -1.528010)
C (-3.953892, -3.155415, -2.244726)
C (-4.419536, -2.216812, -3.158812)
C (-3.603127, -1.205895, -3.580368)
C (-2.384115, -1.035417, -2.907268)
C (0.874263, -1.550434, -2.085533)
C (2.156829, -1.385503, -1.517591)
C (3.215386, -1.030023, -2.325817)
C (3.017177, -0.850474, -3.719399)
C (1.754998, -1.076230, -4.222854)
C (0.718632, -1.571415, -3.457848)
H (-0.069882, -4.691565, 2.894815)
H (1.234158, -6.400485, 1.684761)
H (1.317482, -6.254007, -0.953764)
H (0.632947, -4.259316, -2.035844)
H (-2.645229, -3.563792, -0.676051)
H (-4.492649, -4.110060, -2.096343)
H (-5.359560, -2.279689, -3.643064)
H (-3.934580, -0.486588, -4.271552)
H (-1.819222, -0.143731, -3.099821)
H (2.270216, -1.303865, -0.446813)
H (4.176621, -0.776243, -1.843936)
H (3.832955, -0.426028, -4.277814)
H (1.495728, -0.805937, -5.223499)
H (-0.271773, -1.829396, -3.943658)
O (-1.370755, 4.735585, -2.930014)
C (-0.067449, 4.710255, -2.614633)
O (0.795556, 5.305971, -3.176792)
C (0.193747, 3.917301, -1.423492)
C (1.283295, 3.969980, -0.572991)
N (1.382820, 2.804428, 0.130353)
N (0.289405, 2.037714, -0.123714)
C (-0.474680, 2.670048, -1.102790)
C (-1.689298, 1.940187, -1.442360)
O (-2.551849, 2.319157, -2.243490)
O (-1.906061, 0.851801, -0.743453)
H (-1.816436, 3.903018, -2.692128)
H (2.013058, 4.725367, -0.559676)
H (2.078029, 2.548264, 0.845232)
Se (-1.618378, 0.776020, 2.947321)
C (-1.822735, 2.671726, 2.783763)
C (-2.987159, 3.184199, 2.175037)
C (-3.098201, 4.569467, 2.168528)
C (-2.036297, 5.398903, 2.629023)
C (-0.800378, 4.819696, 3.013421)
C (-0.777028, 3.460008, 3.259439)
H (-3.674891, 2.474421, 1.719518)
H (-4.004362, 4.950085, 1.815488)
H (-2.166406, 6.495701, 2.710883)
H (0.116607, 5.460155, 3.104849)
H (-0.081399, 2.887155, 3.856703)
C (3.852674, -0.167995, 1.320863)
Si (2.385586, -0.073065, 2.586620)
C (2.315529, -1.798487, 3.369747)
C (2.386064, 1.420685, 3.723259)
O (0.963448, 0.185896, 1.867795)
H (4.824395, -0.157489, 1.821825)
H (3.988434, 0.620793, 0.555978)
H (3.872615, -1.130091, 0.805790)
H (3.207504, -2.198915, 3.673946)
H (1.876053, -2.460310, 2.628533)
H (1.599837, -1.867269, 4.201137)
H (3.255516, 1.644859, 4.291735)
H (1.474589, 1.388879, 4.309516)
H (2.197808, 2.330341, 3.081287)

Atomic forces in eV per Å
-2.5 -1.9 -0.1
-0.4 0.5 1.9
1.5 -2.2 -1.6
-0.4 1.1 -0.9
-0.1 -0.7 3.0
-0.8 1.2 0.9
-0.2 -0.5 0.8
0.7 0.4 -2.3
0.5 -0.3 0.4
-0.8 0.2 -0.4
-0.4 -0.4 0.5
-0.7 -0.8 -0.6
-0.2 0.0 0.1
-0.9 -0.5 0.0
0.5 -0.8 -0.6
1.3 0.0 1.9
-0.2 0.7 0.2
0.2 -0.2 0.4
0.2 1.1 -0.6
0.3 0.1 0.0
0.3 0.3 1.4
0.0 -0.3 -0.7
-1.2 0.2 -1.0
0.5 0.3 -1.4
-0.2 0.0 -0.5
-0.3 0.2 0.8
-0.1 -0.1 0.2
0.7 -0.2 0.0
0.1 0.9 0.2
-0.9 -0.5 -0.2
-0.2 0.8 -0.9
0.3 0.1 -0.4
-0.1 -0.4 0.1
-0.5 -0.3 -0.4
0.0 0.0 -0.4
0.3 -0.2 -0.8
1.4 0.5 0.7
0.8 0.7 -1.1
-1.3 0.2 0.7
0.4 0.8 -0.7
-0.3 -2.8 1.3
-0.4 -1.4 -0.7
-1.3 0.7 -0.4
-0.1 2.2 -1.7
3.5 0.6 2.2
-2.8 -1.8 0.5
1.2 1.0 -0.3
1.1 1.4 -0.3
-0.7 -0.6 0.3
0.9 0.6 0.2
-0.8 0.0 -0.5
-0.8 0.0 -0.4
-0.7 -0.6 -0.1
1.7 0.2 0.3
1.5 -0.3 0.9
0.0 -0.4 -0.5
-0.2 1.3 0.2
-0.6 -0.6 -0.4
-0.2 0.4 0.2
-1.2 1.0 -0.4
0.1 -0.8 -0.5
-1.1 -0.6 0.5
0.8 0.6 -0.3
0.3 0.5 0.3
0.0 -1.1 -0.5
-2.3 1.5 -0.3
-0.4 0.9 -1.4
2.5 -0.3 0.5
0.0 0.0 0.5
-0.5 -0.2 0.2
-0.3 0.0 0.0
2.5 -0.9 0.8
0.0 -0.1 -0.3
0.1 0.3 -0.1
0.7 0.0 0.8
0.0 -0.3 0.5
0.3 -0.7 0.3

=====

# 2
Below is a cluster of 8 separate species, C20H38Cl6O10 in total, with properties calculated with ωB97M-V with the def2-TZVPD basis set.

Multiplicity: 1
Highest occupied orbital energy: -9.3 eV
HOMO-LUMO gap: 9.6067 eV
E_LUMO: 0.296 eV
SMILES string: COC(=O)OC.COC(=O)OC.ClC(Cl)Cl.ClC(Cl)Cl.CC(C)=O.CC(C)=O.CC(C)=O.CC(C)=O

CARTESIAN COORDINATES (ANGSTROEM)
C (7.819476, 37.779850, -4.203034)
O (7.483908, 36.790090, -3.278571)
C (7.998010, 36.764609, -2.049275)
O (8.628238, 37.630367, -1.473898)
O (7.643144, 35.663678, -1.445533)
C (6.674253, 34.727093, -1.969696)
H (7.669502, 37.377163, -5.204763)
H (8.877525, 37.980826, -4.034993)
H (7.228649, 38.694836, -4.160296)
H (6.189417, 34.225834, -1.131976)
H (7.129530, 34.039165, -2.682147)
H (5.876323, 35.223651, -2.521811)
C (9.255047, 41.006912, -2.965051)
O (8.029469, 41.561285, -3.502697)
C (8.033278, 42.505313, -4.421502)
O (9.012052, 42.904950, -5.030690)
O (6.787814, 43.003717, -4.429415)
C (6.462600, 44.173324, -5.210614)
H (9.920416, 41.732009, -2.496427)
H (9.836852, 40.538573, -3.758951)
H (8.995052, 40.266534, -2.208501)
H (6.336644, 43.879674, -6.252732)
H (7.284357, 44.888936, -5.184195)
H (5.514579, 44.656247, -4.973680)
Cl (10.691364, 44.211890, -9.178752)
C (10.526078, 44.596483, -7.444881)
Cl (9.218766, 45.703818, -7.014165)
Cl (12.050505, 44.975832, -6.676010)
H (10.269281, 43.660647, -6.948527)
Cl (10.920350, 38.920653, -5.986080)
C (12.330689, 39.998824, -5.917314)
Cl (12.271485, 41.431170, -7.041977)
Cl (13.752915, 39.065236, -6.218420)
H (12.328168, 40.400691, -4.904099)
C (15.452255, 40.739070, -3.198875)
C (14.291860, 40.949024, -2.239537)
C (14.459378, 40.624846, -0.743358)
O (13.280594, 41.637768, -2.515274)
H (16.393226, 41.226241, -2.943249)
H (15.151954, 41.137349, -4.168040)
H (15.494036, 39.666479, -3.388357)
H (13.435697, 40.525141, -0.382502)
H (14.878209, 41.455199, -0.174857)
H (15.065119, 39.723249, -0.652175)
C (12.035841, 36.676750, -1.726923)
C (11.558174, 38.129122, -1.730798)
C (11.470835, 38.849268, -0.416934)
O (11.498605, 38.792747, -2.759056)
H (11.508767, 36.148394, -0.932477)
H (13.098788, 36.472308, -1.598683)
H (11.715488, 36.205872, -2.656296)
H (10.505665, 38.680292, 0.060557)
H (11.633424, 39.926269, -0.458477)
H (12.314998, 38.589369, 0.221771)
C (17.036030, 38.909176, -7.925479)
C (18.185079, 38.444113, -6.999415)
C (18.330169, 36.970766, -6.743023)
O (18.980967, 39.269385, -6.536400)
H (16.059092, 38.483474, -7.696397)
H (17.282925, 38.842740, -8.985066)
H (16.981565, 39.990940, -7.803328)
H (18.417712, 36.803847, -5.669440)
H (19.178484, 36.581428, -7.305947)
H (17.517263, 36.281813, -6.972428)
C (14.847418, 42.147717, -9.140390)
C (13.972030, 42.388346, -10.363721)
C (12.806535, 41.480715, -10.584455)
O (14.180391, 43.211691, -11.228264)
H (14.949825, 41.064437, -9.076249)
H (14.344964, 42.596701, -8.283616)
H (15.841821, 42.575581, -9.267697)
H (12.900198, 40.505503, -10.106666)
H (12.687682, 41.336634, -11.658332)
H (11.857268, 41.815757, -10.166413)

Atomic forces in eV per Å
1.2 0.8 -0.6
-0.8 -0.8 0.2
-0.3 1.4 0.1
-0.1 -0.7 -1.1
-0.4 -1.5 1.1
-0.3 0.5 -0.6
0.1 -0.3 0.2
0.0 0.5 -0.4
0.0 0.0 0.6
0.6 0.0 0.1
0.2 -0.1 0.3
0.1 0.3 0.1
0.5 -0.1 -0.6
0.0 -0.8 0.9
1.2 1.2 0.2
-1.2 -0.3 0.2
-0.8 0.4 -0.1
1.0 -0.3 -1.2
-0.4 0.5 -0.1
-0.2 -0.1 0.0
-0.3 0.0 -0.3
0.2 -0.1 -0.1
-0.1 0.0 0.2
0.2 -0.5 1.0
-0.1 0.6 0.4
-0.4 -1.5 0.7
0.4 0.2 -0.6
0.4 0.7 -0.2
-0.3 0.1 -0.3
0.0 0.5 -0.4
-0.8 0.7 0.2
-0.4 -1.0 0.7
0.7 -0.2 0.0
0.2 0.0 -0.2
-1.6 -0.3 -0.9
-1.4 3.7 1.1
-0.4 -0.5 -1.2
2.3 -2.2 -0.2
-0.1 -0.4 0.5
-0.1 0.2 0.0
0.7 -0.2 0.3
0.4 -0.3 0.2
0.4 0.0 -0.4
-0.1 0.0 0.5
-1.5 -0.3 -0.1
2.0 1.5 -0.9
0.0 0.3 0.8
-0.3 -1.1 0.5
0.1 -0.1 0.2
0.1 0.7 0.1
0.1 0.1 -0.1
0.1 -0.3 0.2
-0.6 0.0 -0.9
-0.3 -0.8 0.3
0.7 1.0 0.6
0.3 1.6 -0.4
-0.2 -0.8 0.6
-1.5 -1.8 -0.8
0.2 -0.3 -0.2
0.1 -0.7 0.0
-0.2 0.1 0.3
0.8 0.2 0.0
0.3 0.1 0.3
-0.5 0.6 -0.6
0.0 0.2 -1.0
0.1 0.3 -0.6
-0.7 -1.2 0.2
0.5 0.2 0.6
-0.1 0.0 0.6
0.2 -0.3 0.2
-0.2 0.2 0.0
0.4 -0.1 0.0
-0.1 0.1 0.1
0.1 0.6 -0.1

=====

# 3
Below is an isolated molecule of C19H23NO, with properties calculated with ωB97M-V with the def2-TZVPD basis set.

ΔE to the lowest compared entry with this formula, charge and spin: 53.2 kcal per mole
Multiplicity: 1
Highest occupied orbital energy: -8.0 eV
HOMO-LUMO gap: 8.8526 eV
E_LUMO: 0.850 eV
SMILES string: CCN(C/C=C/c1ccccc1OC)Cc1ccccc1

CARTESIAN COORDINATES (ANGSTROEM)
C (0.513240, 3.206419, 1.389467)
C (1.513666, 3.094204, 0.240161)
N (1.743590, 1.700865, -0.103597)
C (1.052769, 1.277293, -1.313913)
C (-0.430237, 1.268484, -1.099027)
C (-1.073733, 0.206712, -0.619231)
C (-2.496705, 0.111887, -0.329125)
C (-3.324107, 1.226747, -0.234157)
C (-4.671016, 1.106641, 0.052635)
C (-5.216702, -0.147015, 0.255092)
C (-4.418963, -1.276685, 0.174802)
C (-3.065559, -1.162422, -0.112875)
O (-2.216793, -2.225916, -0.213704)
C (-2.720280, -3.519575, 0.000589)
C (3.127698, 1.275211, -0.082378)
C (3.227663, -0.224106, 0.034559)
C (4.206261, -0.934819, -0.645404)
C (4.292611, -2.310793, -0.516669)
C (3.394987, -2.990546, 0.287629)
C (2.413452, -2.287644, 0.967508)
C (2.333636, -0.913165, 0.845808)
H (-0.425246, 2.730225, 1.120284)
H (0.327914, 4.251033, 1.629290)
H (0.906520, 2.707599, 2.271298)
H (2.454577, 3.564481, 0.543609)
H (1.138626, 3.652860, -0.628885)
H (1.307889, 1.929463, -2.170677)
H (1.389292, 0.262936, -1.541421)
H (-0.953999, 2.184667, -1.332604)
H (-0.512526, -0.697770, -0.429426)
H (-2.899812, 2.208416, -0.377169)
H (-5.291101, 1.987701, 0.121829)
H (-6.267311, -0.255313, 0.480524)
H (-4.867253, -2.244083, 0.339441)
H (-3.124667, -3.634565, 1.011864)
H (-1.869852, -4.188757, -0.123866)
H (-3.492253, -3.779731, -0.731280)
H (3.690406, 1.617475, -0.971689)
H (3.600877, 1.717679, 0.800990)
H (4.906105, -0.409353, -1.280796)
H (5.059747, -2.853088, -1.050554)
H (3.459206, -4.064802, 0.382856)
H (1.708625, -2.814017, 1.594940)
H (1.568768, -0.354823, 1.363281)

Atomic forces in eV per Å
0.2 0.2 -0.2
-0.2 0.1 0.3
0.3 0.0 -0.1
0.0 -0.1 0.1
-0.1 -0.2 -0.1
0.4 0.2 -0.3
-0.4 -0.2 0.1
0.1 -0.2 0.0
-0.2 0.1 0.0
0.0 0.1 0.0
0.0 -0.3 0.0
0.0 0.3 0.0
0.0 0.4 0.0
-0.1 -0.3 0.0
0.0 0.1 0.0
0.1 0.0 0.0
0.0 0.1 0.0
0.1 -0.1 0.0
0.0 -0.1 0.0
0.0 0.0 0.1
0.0 0.0 0.0
-0.1 0.0 0.0
-0.1 0.1 0.1
0.0 -0.1 0.1
0.0 0.0 -0.1
0.1 0.0 0.0
0.0 -0.1 0.1
-0.1 0.1 -0.1
-0.2 0.1 0.0
0.2 0.0 0.0
0.1 0.1 0.0
0.0 0.1 0.0
-0.1 0.0 0.0
0.0 -0.1 0.0
0.0 0.0 -0.1
-0.1 0.0 0.0
0.0 0.0 0.0
0.0 0.0 0.1
0.0 0.1 -0.1
0.0 0.1 -0.1
0.0 0.0 0.0
0.0 -0.1 0.0
-0.1 0.0 0.1
-0.1 0.0 0.0

=====

# 4
Below is the ion C11H19N3S with charge +2, with properties calculated with ωB97M-V with the def2-TZVPD basis set.

ΔE to the lowest compared entry with this formula, charge and spin: 0.0 kcal per mole
Multiplicity: 1
Highest occupied orbital energy (alpha / beta): -16.4 / -16.4 eV
HOMO-LUMO gap (alpha / beta): 7.1077 / 7.1072 eV
E_LUMO (alpha / beta): -9.263 / -9.264 eV
Net charge: +2

CARTESIAN COORDINATES (ANGSTROEM)
C (-1.112670, -0.347809, 1.008223)
C (-2.417762, -0.134816, 1.392919)
C (-1.749927, 0.192732, -1.232008)
C (-0.757946, -0.187683, -0.335621)
C (-3.365428, 0.245980, 0.425690)
C (1.558665, 0.261833, 0.078343)
C (-4.786328, 0.477646, 0.749729)
C (1.900952, 2.713488, 0.918276)
C (0.794423, -1.975290, -0.584929)
C (0.936001, -0.160954, -2.166663)
C (3.711590, -1.619942, 0.506768)
N (-2.981114, 0.398245, -0.831969)
N (1.141948, 1.785840, 0.154288)
N (0.652891, -0.504847, -0.745467)
S (2.976398, -0.020966, 0.932662)
H (-0.378787, -0.626933, 1.748741)
H (-2.714927, -0.258391, 2.421744)
H (-1.585745, 0.341002, -2.288914)
H (-4.938763, 0.637242, 1.812524)
H (-5.172416, 1.322388, 0.181497)
H (-5.368810, -0.392827, 0.444721)
H (1.829115, 2.540903, 1.996720)
H (1.520431, 3.711272, 0.703353)
H (2.955078, 2.671728, 0.635807)
H (1.710611, -2.337139, -1.043195)
H (0.757103, -2.253636, 0.466248)
H (-0.045419, -2.456243, -1.087636)
H (1.985035, -0.359198, -2.385625)
H (0.328875, -0.778055, -2.825895)
H (0.738383, 0.891922, -2.356788)
H (3.880342, -1.706012, -0.561092)
H (3.147505, -2.456904, 0.905106)
H (4.678911, -1.590329, 1.008456)
H (0.171797, 1.975740, -0.046003)

Atomic forces in eV per Å
0.1 0.0 -0.2
0.1 0.0 -0.2
0.8 -0.2 0.0
-1.0 0.3 0.4
0.7 -0.1 0.2
-1.0 7.1 1.0
-0.4 0.1 0.0
0.6 0.7 0.5
0.2 -1.3 0.1
0.3 0.4 -1.2
0.0 -0.2 0.0
-0.8 0.3 -0.5
1.6 -6.9 -0.7
-0.5 -0.1 0.3
-0.5 -0.2 -0.4
0.1 -0.1 0.2
0.0 0.0 0.1
0.2 0.0 -0.2
0.0 0.0 0.1
0.0 0.0 0.0
0.0 -0.1 0.0
-0.1 -0.1 0.0
0.0 0.0 0.0
0.0 0.1 0.0
0.1 0.2 0.0
0.0 0.2 0.0
0.0 0.2 0.0
0.0 -0.1 0.2
-0.1 -0.1 0.2
-0.1 -0.1 0.2
0.0 0.0 -0.1
-0.1 0.0 0.0
0.0 0.1 0.0
-0.2 -0.2 0.0

=====

Table of max |F| (eV Å⁻¹), in record order: 4.218, 4.129, 0.493, 7.215